The following is a DFT calculation (ωB97M-V/def2-TZVPD) of CHClN4O in the gas phase in a non-equilibrium geometry.

```
8
Properties=species:S:1:pos:R:3:forces:R:3
O 1.506 0.073 -0.591 0.169 -0.523 -0.313
C 0.257 0.203 -0.157 -0.667 1.686 0.617
N -0.138 -0.447 1.081 0.849 -0.196 0.872
N -1.608 -0.854 -0.476 -0.939 -0.205 -1.286
N -1.191 -1.023 0.904 0.055 -0.536 1.544
N -0.788 -0.193 -1.075 0.418 0.092 -1.369
Cl -0.178 1.968 0.201 0.264 -0.324 -0.117
H 2.139 0.273 0.113 -0.149 0.007 0.051
```
Positions in Å, forces in eV/Å.

Output
max |F| = 1.915 eV/Å
LUMO energy = -1.612 eV
total charge = 0
gap between HOMO and LUMO = 0.34511 Ha
structure (SMILES) = OC1(Cl)N=NN=N1